[1]
{
  "formula": "C23H43IrN7O2SbSi3",
  "method": "the ωB97M-V functional and the def2-TZVPD basis",
  "species": ["Ir", "Sb", "Si", "Si", "Si", "O", "O", "N", "N", "N", "N", "N", "N", "N", "C", "C", "C", "C", "C", "C", "C", "C", "C", "C", "C", "C", "C", "C", "C", "C", "C", "C", "C", "C", "C", "C", "C", "H", "H", "H", "H", "H", "H", "H", "H", "H", "H", "H", "H", "H", "H", "H", "H", "H", "H", "H", "H", "H", "H", "H", "H", "H", "H", "H", "H", "H", "H", "H", "H", "H", "H", "H", "H", "H", "H", "H", "H", "H", "H", "H"],
  "xyz": [[-0.968, 1.258, 0.533], [-0.054, -1.146, 0.666], [-2.254, -0.115, -2.292], [2.949, -1.073, 1.715], [2.541, -1.918, -1.390], [-2.594, 5.176, -0.299], [-1.743, 3.535, -1.401], [-3.237, 0.154, 1.579], [-0.949, 1.866, 2.793], [-1.683, 3.034, 3.016], [-1.678, 3.389, 0.772], [1.155, 1.659, -0.143], [-2.028, 4.106, -0.376], [-2.654, 4.965, 2.286], [3.433, 1.185, -0.595], [3.687, 2.509, -0.879], [4.788, -1.257, 1.455], [-2.026, 3.842, 1.983], [-5.290, -0.941, 2.122], [2.644, 3.421, -0.811], [-4.092, -1.566, 0.150], [-0.766, 0.736, -3.052], [1.229, -1.934, -2.727], [2.814, -3.646, -0.721], [-5.176, -1.739, 0.996], [-4.292, -0.008, 2.372], [1.964, -0.721, 0.053], [-2.562, -1.808, -3.044], [-3.143, -0.595, 0.459], [-0.568, -3.162, 0.181], [4.133, -1.426, -2.246], [2.150, 0.744, -0.247], [-3.793, 0.927, -2.490], [2.605, 0.385, 2.850], [2.280, -2.605, 2.571], [1.411, 2.948, -0.435], [-2.002, -0.221, -0.394], [1.954, -4.120, -0.255], [-4.681, 0.439, -2.087], [0.201, -1.922, -2.365], [-1.636, -3.255, 0.369], [5.054, -2.038, 0.746], [-1.847, -2.579, -2.759], [2.907, -2.776, 3.451], [3.152, 0.252, 3.785], [-0.030, 1.935, 3.223], [-0.948, 1.807, -3.125], [4.685, 2.825, -1.152], [-0.344, -3.371, -0.863], [3.083, -4.262, -1.583], [-1.819, 3.343, 3.967], [2.901, 1.345, 2.424], [-3.985, -2.169, -0.740], [-6.126, -1.039, 2.799], [-5.927, -2.484, 0.774], [5.013, -1.383, -1.606], [-0.016, -3.831, 0.837], [-4.346, 0.628, 3.248], [4.054, -0.496, -2.806], [1.346, -1.075, -3.390], [-3.683, 1.900, -2.013], [4.234, 0.470, -0.642], [-2.514, -1.714, -4.132], [0.571, 3.619, -0.361], [1.349, -2.832, -3.338], [0.153, 0.594, -2.483], [5.222, -1.539, 2.417], [-1.458, 1.063, 3.154], [-3.969, 1.102, -3.554], [-2.930, 5.585, 1.537], [-3.562, -2.173, -2.809], [3.652, -3.702, -0.027], [4.315, -2.219, -2.977], [1.542, 0.418, 3.105], [2.327, -3.511, 1.970], [-0.586, 0.358, -4.059], [2.777, 4.468, -1.034], [-2.857, 5.203, 3.243], [5.273, -0.330, 1.151], [1.261, -2.493, 2.951]],
  "total_charge": 2,
  "relative_energy_kcal_mol": 5.9,
  "homo_lumo_gap_ev": [7.47, 6.86],
  "multiplicity": 5,
  "s_squared": 6.035,
  "energy_ev": -72067.0456
}

[2]
{
  "formula": "C17H24NO8P",
  "method": "the ωB97M-V functional and the def2-TZVPD basis",
  "species": ["P", "O", "O", "O", "O", "O", "O", "O", "O", "N", "C", "C", "C", "C", "C", "C", "C", "C", "C", "C", "C", "C", "C", "C", "C", "C", "C", "H", "H", "H", "H", "H", "H", "H", "H", "H", "H", "H", "H", "H", "H", "H", "H", "H", "H", "H", "H", "H", "H", "H", "H"],
  "xyz": [[2.766, 2.036, -0.131], [-3.616, 2.400, -0.606], [-5.467, 2.499, -1.871], [-3.740, 1.188, -2.508], [1.368, 1.556, 0.674], [4.050, 0.941, 0.175], [2.118, -1.895, -0.437], [4.032, 1.025, 2.415], [2.375, 2.028, -1.768], [3.544, -1.034, 1.423], [-0.819, -2.046, 1.163], [4.368, -1.691, 3.704], [-4.405, 3.484, -0.116], [1.078, -2.876, -0.418], [-0.251, -2.073, -0.165], [4.393, -1.846, 0.518], [3.931, -1.908, -2.025], [3.406, -1.613, 2.755], [-2.039, -1.243, 1.343], [-2.589, -0.536, 0.208], [-2.014, -0.588, -1.132], [-4.228, 1.954, -1.735], [-6.684, 4.324, -0.813], [-0.809, -1.379, -1.312], [3.898, 0.330, 1.446], [3.419, -2.462, -0.623], [-5.774, 3.131, -0.623], [-6.256, 2.388, 0.020], [4.890, -2.674, 1.089], [4.041, -0.800, -1.903], [3.068, -2.057, -2.735], [1.181, 0.611, 0.471], [1.000, -3.335, -1.446], [-6.407, 4.898, -1.699], [1.410, 1.990, -1.910], [-2.426, -0.031, -2.015], [-0.338, -2.606, 1.997], [3.421, -3.585, -0.605], [-6.665, 4.978, 0.060], [-4.365, 3.532, 0.973], [-7.713, 3.991, -0.964], [2.405, -2.049, 3.008], [4.860, -2.415, -2.375], [-0.313, -1.440, -2.310], [5.159, -0.909, 3.823], [-3.493, 0.089, 0.374], [4.305, -2.552, 4.415], [-4.012, 4.416, -0.530], [-2.464, -1.211, 2.369], [1.214, -3.678, 0.352], [5.191, -1.258, 0.000]],
  "homo_lumo_gap_ev": 9.10,
  "energy_ev": -45175.3535
}

[3]
{
  "formula": "C14H16",
  "method": "the ωB97M-V functional and the def2-TZVPD basis",
  "species": ["C", "C", "C", "C", "C", "C", "C", "C", "C", "C", "C", "C", "C", "C", "H", "H", "H", "H", "H", "H", "H", "H", "H", "H", "H", "H", "H", "H", "H", "H"],
  "xyz": [[0.753, -3.028, -1.566], [2.673, -1.459, -1.333], [-2.733, 3.008, 0.244], [-1.797, -0.460, -0.517], [1.513, -2.011, -0.740], [2.866, 0.201, 0.379], [-2.699, 1.803, -0.397], [-1.914, 3.332, 1.364], [1.262, -1.659, 0.568], [3.309, -0.298, -0.863], [-1.259, 2.312, 2.022], [-1.725, 0.894, 0.141], [-1.149, 1.063, 1.383], [1.962, -0.557, 1.055], [-0.426, 0.330, 1.788], [4.051, 0.164, -1.490], [-3.305, 1.571, -1.273], [1.716, -0.184, 2.060], [-3.533, 3.727, 0.082], [3.497, 1.029, 0.684], [-2.163, 4.279, 1.769], [-0.723, 2.513, 2.948], [1.049, -2.965, -2.614], [0.745, -2.283, 1.325], [-2.862, -0.853, -0.485], [-1.247, -1.279, -0.057], [0.969, -4.046, -1.195], [-0.325, -2.928, -1.417], [2.908, -1.816, -2.318], [-1.414, -0.400, -1.546]],
  "relative_energy_kcal_mol": 36.0,
  "homo_lumo_gap_ev": 9.74,
  "energy_ev": -14776.2032
}

[4]
{
  "formula": "C2AlF6O6S2",
  "method": "the ωB97M-V functional and the def2-TZVPD basis",
  "species": ["S", "S", "Al", "F", "F", "F", "F", "F", "F", "O", "O", "O", "O", "O", "O", "C", "C"],
  "xyz": [[-0.662, 2.746, -1.060], [0.664, -2.990, 1.879], [-1.134, 0.131, 1.427], [1.738, -4.051, -0.404], [-1.731, 3.800, -3.263], [3.172, -2.801, 0.558], [2.713, -4.742, 1.440], [-3.156, 3.479, -1.644], [-1.725, 5.108, -1.502], [0.388, -3.868, 3.019], [-0.466, -2.771, 1.014], [-0.958, 1.369, -1.440], [-0.807, 2.857, 0.389], [1.065, -1.651, 2.273], [0.656, 3.198, -1.572], [-1.918, 3.870, -1.933], [2.162, -3.685, 0.818]],
  "total_charge": 1,
  "relative_energy_kcal_mol": 21.8,
  "homo_lumo_gap_ev": 2.57,
  "energy_ev": -58914.7276
}

[5]
{
  "formula": "C23H36GeN3O7SeSn",
  "method": "the ωB97M-V functional and the def2-TZVPD basis",
  "species": ["Sn", "Se", "Ge", "O", "O", "O", "O", "O", "O", "O", "N", "N", "N", "C", "C", "C", "C", "C", "C", "C", "C", "C", "C", "C", "C", "C", "C", "C", "C", "C", "C", "C", "C", "C", "C", "C", "H", "H", "H", "H", "H", "H", "H", "H", "H", "H", "H", "H", "H", "H", "H", "H", "H", "H", "H", "H", "H", "H", "H", "H", "H", "H", "H", "H", "H", "H", "H", "H", "H", "H", "H", "H"],
  "xyz": [[-0.304, -0.161, -0.261], [-1.350, -2.226, -2.107], [-1.026, 3.000, -0.664], [0.124, 2.143, 0.554], [-0.186, 2.040, -2.087], [-2.071, 1.048, -0.538], [1.818, -4.184, 5.197], [-0.161, -3.148, 5.338], [-1.393, -1.481, 3.699], [-1.222, -0.589, 1.673], [2.481, -3.029, 2.866], [1.464, -1.688, 1.490], [1.383, -6.131, -2.127], [1.542, 1.785, 2.434], [0.640, -1.885, 2.527], [1.857, 3.279, -2.274], [1.130, -3.726, -2.052], [0.583, 2.805, 1.817], [1.903, -4.901, -2.069], [-3.548, 0.886, -0.464], [-4.044, 2.271, -0.153], [-3.904, -0.148, 0.618], [-4.090, 0.420, -1.812], [0.818, 2.550, -3.003], [-0.730, -1.276, 2.680], [1.381, 4.039, 1.394], [-0.790, -5.130, -1.969], [0.083, -6.216, -2.102], [1.324, 1.342, -3.773], [0.111, 3.450, -4.026], [-0.596, 3.122, 2.718], [3.772, -2.290, 0.802], [2.605, -2.330, 1.723], [1.289, -2.730, 3.459], [-0.244, -3.848, -1.971], [0.981, -3.402, 4.766], [-0.669, 2.892, -4.471], [0.761, 4.786, 0.937], [-0.337, -7.192, -2.128], [1.125, 0.868, 2.815], [0.498, 0.680, -3.994], [-3.759, 3.038, -0.934], [2.980, -4.879, -1.964], [3.434, -2.121, -0.217], [2.322, 2.639, -1.485], [-3.531, -0.486, -2.092], [-3.870, 1.260, -2.530], [3.192, -3.623, 3.294], [-4.984, -0.369, 0.674], [4.482, -1.513, 1.123], [-1.339, 3.667, 2.110], [2.685, 3.591, -2.961], [-0.390, 4.306, -3.557], [-3.438, -1.173, 0.424], [-5.123, 2.318, -0.069], [0.783, 3.758, -4.832], [1.556, -2.703, -1.989], [-0.759, -2.493, 4.830], [-5.198, 0.246, -1.841], [-0.323, 3.844, 3.467], [4.328, -3.242, 0.907], [-1.039, 2.271, 3.261], [1.442, 4.211, -1.810], [-3.591, 2.555, 0.811], [-3.525, 0.117, 1.632], [-1.839, -5.299, -1.780], [2.039, 2.246, 3.297], [2.200, 3.669, 0.698], [2.371, 1.455, 1.789], [1.805, 1.744, -4.721], [2.201, 0.833, -3.283], [1.879, 4.437, 2.285]],
  "relative_energy_kcal_mol": 0.0,
  "homo_lumo_gap_ev": [8.50, 6.02],
  "multiplicity": 2,
  "s_squared": 0.770,
  "energy_ev": -170934.0458
}

What did the fifth record say?
{
  "formula": "C23H36GeN3O7SeSn",
  "method": "the ωB97M-V functional and the def2-TZVPD basis",
  "species": ["Sn", "Se", "Ge", "O", "O", "O", "O", "O", "O", "O", "N", "N", "N", "C", "C", "C", "C", "C", "C", "C", "C", "C", "C", "C", "C", "C", "C", "C", "C", "C", "C", "C", "C", "C", "C", "C", "H", "H", "H", "H", "H", "H", "H", "H", "H", "H", "H", "H", "H", "H", "H", "H", "H", "H", "H", "H", "H", "H", "H", "H", "H", "H", "H", "H", "H", "H", "H", "H", "H", "H", "H", "H"],
  "xyz": [[-0.304, -0.161, -0.261], [-1.350, -2.226, -2.107], [-1.026, 3.000, -0.664], [0.124, 2.143, 0.554], [-0.186, 2.040, -2.087], [-2.071, 1.048, -0.538], [1.818, -4.184, 5.197], [-0.161, -3.148, 5.338], [-1.393, -1.481, 3.699], [-1.222, -0.589, 1.673], [2.481, -3.029, 2.866], [1.464, -1.688, 1.490], [1.383, -6.131, -2.127], [1.542, 1.785, 2.434], [0.640, -1.885, 2.527], [1.857, 3.279, -2.274], [1.130, -3.726, -2.052], [0.583, 2.805, 1.817], [1.903, -4.901, -2.069], [-3.548, 0.886, -0.464], [-4.044, 2.271, -0.153], [-3.904, -0.148, 0.618], [-4.090, 0.420, -1.812], [0.818, 2.550, -3.003], [-0.730, -1.276, 2.680], [1.381, 4.039, 1.394], [-0.790, -5.130, -1.969], [0.083, -6.216, -2.102], [1.324, 1.342, -3.773], [0.111, 3.450, -4.026], [-0.596, 3.122, 2.718], [3.772, -2.290, 0.802], [2.605, -2.330, 1.723], [1.289, -2.730, 3.459], [-0.244, -3.848, -1.971], [0.981, -3.402, 4.766], [-0.669, 2.892, -4.471], [0.761, 4.786, 0.937], [-0.337, -7.192, -2.128], [1.125, 0.868, 2.815], [0.498, 0.680, -3.994], [-3.759, 3.038, -0.934], [2.980, -4.879, -1.964], [3.434, -2.121, -0.217], [2.322, 2.639, -1.485], [-3.531, -0.486, -2.092], [-3.870, 1.260, -2.530], [3.192, -3.623, 3.294], [-4.984, -0.369, 0.674], [4.482, -1.513, 1.123], [-1.339, 3.667, 2.110], [2.685, 3.591, -2.961], [-0.390, 4.306, -3.557], [-3.438, -1.173, 0.424], [-5.123, 2.318, -0.069], [0.783, 3.758, -4.832], [1.556, -2.703, -1.989], [-0.759, -2.493, 4.830], [-5.198, 0.246, -1.841], [-0.323, 3.844, 3.467], [4.328, -3.242, 0.907], [-1.039, 2.271, 3.261], [1.442, 4.211, -1.810], [-3.591, 2.555, 0.811], [-3.525, 0.117, 1.632], [-1.839, -5.299, -1.780], [2.039, 2.246, 3.297], [2.200, 3.669, 0.698], [2.371, 1.455, 1.789], [1.805, 1.744, -4.721], [2.201, 0.833, -3.283], [1.879, 4.437, 2.285]],
  "relative_energy_kcal_mol": 0.0,
  "homo_lumo_gap_ev": [8.50, 6.02],
  "multiplicity": 2,
  "s_squared": 0.770,
  "energy_ev": -170934.0458
}